1.
Density functional theory data (ωB97M-V/def2-TZVPD) for a cluster of 2 separate species, C5H12O3 in total.

Calculated values
* E_HOMO: -10.39 eV
* LUMO energy: 0.02076 hartree
* SMILES: CC(C)CC(=O)O.O

```
! wB97M-V def2-TZVPD RIJCOSX def2/J DEFGRID3
* xyz 0 1
C -1.2836 0.8791 2.1479
C -0.1730 0.9275 0.8706
C -0.5470 1.8128 -0.3191
C -0.0946 -0.6304 0.3586
C -0.1843 -0.7629 -1.1353
O 0.6514 -1.1837 -1.8530
O -1.4047 -0.4237 -1.6690
H -0.7701 0.3885 2.9952
H -1.4198 1.9016 2.4733
H -2.0806 0.4582 1.6107
H 0.7846 1.3423 1.2206
H -0.3717 2.8945 0.0492
H 0.1606 1.6930 -1.1641
H -1.5926 1.7121 -0.7740
H -1.3095 -1.0339 0.6304
H 0.4796 -1.3202 0.9385
H -1.1042 -0.2863 -2.7752
O 3.6165 -2.8954 -1.4400
H 3.6212 -3.2825 -0.5693
H 3.0218 -2.1906 -1.5958
*
```

***

2.
Density functional theory data (ωB97M-V/def2-TZVPD) for a structure of composition C5H12O3.

Calculated values
* E_HOMO: -9.55 eV
* LUMO energy: 0.02175 hartree

```
! wB97M-V def2-TZVPD RIJCOSX def2/J DEFGRID3
* xyz 0 1
C 0.8974 0.2792 0.1483
C 2.3285 -0.2549 0.0171
C -0.1372 -0.7674 -0.2971
C 0.7778 1.5992 -0.6178
H 0.7246 0.4953 1.2076
H 2.4747 -1.1553 0.6151
H 2.5616 -0.4858 -1.0240
H 0.9803 1.4475 -1.6802
H -0.1261 -0.8486 -1.3841
H 0.1846 -1.7251 0.1394
H -1.4309 -1.8837 0.0696
H 3.0613 0.4795 0.3562
H 1.5049 2.3306 -0.2585
H -0.2075 2.0518 -0.5223
C -1.7853 -0.0693 -0.0151
O -1.7887 0.4403 1.2503
O -2.5105 -1.7569 0.4048
O -2.3390 0.4327 -0.9489
H -2.3237 1.2471 1.2317
H -2.8468 -1.8563 1.3080
*
```

***

Stability check: which of them is most stable? 1.

***

1.
Density functional theory data (ωB97M-V/def2-TZVPD) for a cluster of 2 separate species, C4H14NOS in total.

Calculated values
* E_HOMO (alpha / beta): -19.05 / -19.05 eV
* LUMO energy (alpha / beta): -0.26418 / -0.45023 hartree

```
! wB97M-V def2-TZVPD RIJCOSX def2/J DEFGRID3
* xyz 2 2
C 0.9694 -0.5452 1.4776
C -0.4660 -0.9826 1.7976
C -1.7750 -0.3390 1.0583
S -1.9815 -0.7532 -0.7119
C -1.8291 0.9417 -1.4489
N 1.2110 -0.4592 -0.0186
H 1.1172 0.4434 1.8869
H 1.6362 -1.3364 1.8836
H -0.6804 -0.7381 2.8450
H -0.5539 -2.0678 1.6864
H -1.7204 0.7408 1.2458
H -2.6080 -0.7871 1.5732
H -1.3373 1.6084 -0.6991
H -2.8691 1.2738 -1.6635
H -1.3229 0.9926 -2.4200
H 1.3576 -1.4213 -0.3806
H 0.5710 -0.1586 -0.7654
H 2.0259 0.1031 -0.2703
H 2.0907 1.4037 -2.6964
H 3.5183 1.0112 -2.4048
O 2.6462 1.0697 -1.9748
*
```

***

2.
Density functional theory data (ωB97M-V/def2-TZVPD) for a cluster of 2 separate species, C4H14NOS in total.

Calculated values
* E_HOMO (alpha / beta): -17.85 / -17.85 eV
* LUMO energy (alpha / beta): -0.28584 / -0.44589 hartree

```
! wB97M-V def2-TZVPD RIJCOSX def2/J DEFGRID3
* xyz 2 2
C 0.4145 -1.1137 0.3976
C 0.8461 0.3080 0.8255
C -0.1605 1.3733 0.4925
S -0.5119 1.5712 -1.3108
C -0.0493 3.3625 -1.4193
N -1.0536 -1.2836 0.6995
H 0.4277 -1.0864 -0.7059
H 1.1572 -1.7968 0.8476
H 1.7575 0.6416 0.2826
H 1.0746 0.2878 1.9902
H 0.1870 2.3383 0.9754
H -1.1779 1.2680 0.9170
H 0.0687 3.4296 -2.5384
H 0.8091 3.5319 -0.7944
H -0.9885 3.8722 -1.1092
H -1.2508 -0.7362 1.5483
H -1.3646 -0.7871 -0.1544
H -1.3917 -2.3152 0.6488
H 1.1066 -4.6738 -0.1308
H -0.1873 -4.1313 -1.2100
O 0.2871 -4.0604 -0.2516
*
```

***

Stability check: which of them is most stable? 1.

***

1.
Density functional theory data (ωB97M-V/def2-TZVPD) for a cluster of 2 separate species, C4H13NSi in total.

Calculated values
* E_HOMO (alpha / beta): -7.05 / -8.05 eV
* LUMO energy (alpha / beta): 0.01105 / 0.00474 hartree

```
! wB97M-V def2-TZVPD RIJCOSX def2/J DEFGRID3
* xyz 0 1
C 2.3584 0.1570 0.4714
C -2.8052 0.9472 0.2512
C 0.0460 -2.7633 0.0307
C 1.4087 0.9746 -0.3910
N -1.3727 1.3394 0.0402
Si -0.2948 0.2657 -0.7824
H 3.1102 0.7216 1.0681
H 1.9515 -0.4561 1.2915
H 2.8687 -0.4936 -0.1377
H -3.3207 1.7229 0.6227
H -3.0968 0.7325 -0.8510
H -2.9933 0.0738 0.7639
H 0.6759 -2.3287 0.7515
H -0.7763 -3.4501 0.1678
H 0.7710 -3.0373 -0.8500
H 1.9426 1.4235 -1.2967
H 1.2615 1.9981 0.1388
H -0.8673 1.7573 0.8255
H -0.8674 0.4156 -2.1145
*
```

***

2.
Density functional theory data (ωB97M-V/def2-TZVPD) for the molecule C4H13NSi.

Calculated values
* E_HOMO: -9.74 eV
* LUMO energy: 0.03437 hartree
* SMILES: CC(C)[Si@H](C)N

```
! wB97M-V def2-TZVPD RIJCOSX def2/J DEFGRID3
* xyz 0 1
C -1.0353 -1.0637 -1.1612
C -0.8490 -0.5772 0.2848
C -1.9406 0.2942 0.7202
Si 0.8828 0.2655 0.5547
C 1.4821 1.4722 -0.8131
N 1.8706 -1.2106 0.5664
H -0.7009 -0.2900 -1.7219
H -0.3584 -1.8824 -1.3104
H -2.1142 -1.3203 -1.4462
H -1.0230 -1.4789 1.0219
H -1.8888 1.4150 0.4493
H -1.9752 0.3701 1.8599
H -2.9524 -0.0699 0.4833
H 0.9539 1.2181 1.8441
H 1.9522 2.2174 -0.2903
H 2.1900 1.1622 -1.5233
H 0.7620 1.9826 -1.4532
H 2.8297 -1.0002 0.4071
H 1.9147 -1.5042 1.5278
*
```

***

Stability check: which of them is most stable? 2.